Here is a single CH2N4S molecule from OMol25. Energies are from ωB97M-V with the def2-TZVPD basis set.

Computed properties:
* HOMO level: -10.09 eV
* gap between HOMO and LUMO: 0.37780 Eh
* ΔE to the lowest compared entry with this formula, charge and spin: 1.5110 eV
* SMILES string: Sc1nnn[nH]1

```
8
Properties=species:S:1:pos:R:3:mulliken_charge:R:1
C -0.282 -0.155 -0.028 0.485
H -1.489 -1.169 -1.638 0.193
H -0.095 1.804 0.127 0.283
N 0.590 -1.191 0.258 -0.329
N 1.483 -0.676 1.269 -0.094
N 1.259 0.613 1.448 -0.274
N 0.133 0.867 0.641 -0.006
S -1.311 0.188 -1.477 -0.259
```